[1]
{
  "formula": "C18H47N8O6P2",
  "method": "ωB97M-V/def2-TZVPD",
  "mol_weight_g_mol": 533.6,
  "relative_energy_ev": 1.456,
  "homo_energy_ev": -2.113,
  "homo_lumo_gap_ev": 3.6,
  "total_charge": -1,
  "e_tot_ev": -62205.1465,
  "largest_force_ev_per_a": 6.39,
  "elements": ["C", "C", "O", "O", "C", "C", "C", "N", "C", "O", "N", "O", "H", "H", "H", "H", "H", "H", "H", "H", "H", "H", "H", "O", "P", "N", "C", "C", "N", "C", "C", "N", "C", "C", "H", "H", "H", "H", "H", "H", "H", "H", "H", "H", "H", "H", "H", "H", "H", "H", "H", "H", "O", "P", "N", "C", "C", "N", "C", "C", "N", "C", "C", "H", "H", "H", "H", "H", "H", "H", "H", "H", "H", "H", "H", "H", "H", "H", "H", "H", "H"],
  "coordinates": [[1.46, 0.73, 2.34], [0.35, 1.57, 1.76], [0.57, 2.33, 0.84], [-0.86, 1.38, 2.31], [-1.63, 2.58, 2.55], [-2.88, 2.64, 1.70], [-4.17, 2.12, 2.38], [-5.11, 1.71, 1.36], [-5.64, 0.46, 1.63], [-6.34, 0.44, 2.97], [-7.64, 0.17, 2.85], [-8.22, 0.30, 3.88], [1.72, 0.00, 1.58], [2.34, 1.35, 2.48], [1.19, 0.22, 3.26], [-1.85, 2.59, 3.62], [-1.02, 3.46, 2.37], [-2.76, 2.06, 0.79], [-3.09, 3.66, 1.37], [-4.63, 2.98, 2.90], [-3.97, 1.35, 3.14], [-4.92, -0.37, 1.54], [-6.40, 0.27, 0.87], [-5.04, -0.63, -1.95], [-4.62, 0.11, -3.20], [-5.83, -0.56, -4.26], [-5.91, -1.99, -4.47], [-7.16, -0.03, -3.97], [-3.07, -0.60, -3.35], [-2.64, -1.45, -4.44], [-2.43, -1.01, -2.11], [-4.14, 1.29, -4.47], [-4.11, 2.67, -3.95], [-4.66, 1.30, -5.82], [-6.68, -2.21, -5.22], [-6.14, -2.55, -3.56], [-4.98, -2.39, -4.88], [-7.12, 1.06, -3.91], [-7.55, -0.40, -3.01], [-7.86, -0.29, -4.76], [-2.94, -2.49, -4.28], [-1.55, -1.43, -4.52], [-3.02, -1.11, -5.40], [-2.79, -1.98, -1.75], [-2.60, -0.28, -1.32], [-1.34, -1.07, -2.25], [-5.12, 3.07, -3.78], [-3.58, 3.34, -4.63], [-3.58, 2.70, -2.99], [-5.70, 1.66, -5.89], [-4.60, 0.33, -6.29], [-4.03, 1.98, -6.42], [4.67, -0.33, 2.79], [5.90, -1.15, 2.44], [7.06, -0.43, 3.50], [7.42, 0.97, 3.36], [6.78, -0.74, 4.90], [6.05, -0.69, 0.80], [7.21, -0.05, 0.22], [4.84, -0.24, 0.13], [6.94, -2.57, 2.14], [6.22, -3.84, 2.32], [8.30, -2.71, 2.65], [8.21, 1.22, 4.07], [6.57, 1.65, 3.54], [7.82, 1.18, 2.37], [6.61, -1.81, 5.02], [5.88, -0.22, 5.26], [7.63, -0.47, 5.53], [7.19, 1.04, 0.37], [7.24, -0.24, -0.86], [8.15, -0.44, 0.62], [4.61, 0.81, 0.35], [3.98, -0.84, 0.43], [4.94, -0.35, -0.95], [6.02, -4.05, 3.37], [6.78, -4.67, 1.89], [5.26, -3.79, 1.80], [8.34, -2.91, 3.73], [8.90, -1.83, 2.44], [8.77, -3.55, 2.13]],
  "lowdin_charge": [0.01, -0.54, 0.07, -0.01, -0.17, -0.18, -0.35, -0.14, -0.38, -0.11, -0.14, -0.06, 0.08, 0.08, 0.08, 0.12, 0.11, 0.09, 0.10, 0.09, 0.09, 0.09, 0.07, -0.28, 0.76, -0.35, -0.13, -0.15, -0.32, -0.15, -0.14, -0.30, -0.14, -0.15, 0.08, 0.09, 0.05, 0.07, 0.08, 0.08, 0.08, 0.08, 0.07, 0.08, 0.07, 0.08, 0.08, 0.07, 0.08, 0.08, 0.06, 0.08, -0.29, 0.73, -0.35, -0.12, -0.15, -0.32, -0.14, -0.13, -0.30, -0.14, -0.15, 0.08, 0.09, 0.05, 0.07, 0.08, 0.08, 0.08, 0.08, 0.07, 0.09, 0.06, 0.08, 0.08, 0.08, 0.08, 0.08, 0.07, 0.09]
}

[2]
{
  "formula": "C6H13P",
  "method": "ωB97M-V/def2-TZVPD",
  "mol_weight_g_mol": 116.1,
  "relative_energy_ev": 2.197,
  "homo_energy_ev": -9.310,
  "smiles": "C=P[C@H](C)C(C)C",
  "homo_lumo_gap_ev": 10.0,
  "e_tot_ev": -15718.7940,
  "largest_force_ev_per_a": 6.88,
  "elements": ["C", "P", "C", "C", "C", "C", "C", "H", "H", "H", "H", "H", "H", "H", "H", "H", "H", "H", "H", "H"],
  "coordinates": [[-2.03, -1.87, -1.13], [-1.81, -0.26, -1.19], [-0.68, -0.01, 0.24], [-1.31, 1.27, 0.99], [0.80, -0.21, -0.11], [1.86, -0.21, 1.13], [1.36, 0.90, -1.10], [-2.93, -2.17, -1.79], [-1.58, -2.62, -0.45], [-0.85, -0.95, 0.83], [-0.71, 2.21, 0.74], [-1.43, 1.10, 2.12], [-2.28, 1.57, 0.53], [0.84, -1.27, -0.45], [1.70, 0.43, 1.93], [2.71, 0.12, 0.60], [1.92, -1.33, 1.33], [1.45, 1.81, -0.76], [0.66, 0.90, -1.90], [2.32, 0.60, -1.58]],
  "nbo_charge": [-0.90, 0.74, -0.56, -0.64, -0.18, -0.61, -0.61, 0.23, 0.22, 0.22, 0.22, 0.23, 0.22, 0.21, 0.21, 0.20, 0.20, 0.20, 0.20, 0.21]
}

[3]
{
  "formula": "C30H25Cl3I2N5O2PtS",
  "method": "ωB97M-V/def2-TZVPD",
  "mol_weight_g_mol": 1074.9,
  "relative_energy_ev": 0.000,
  "homo_energy_ev": [-10.420, -11.114],
  "homo_lumo_gap_ev": [6.6, 5.5],
  "multiplicity": 3,
  "total_charge": 1,
  "e_tot_ev": -110907.1208,
  "largest_force_ev_per_a": 0.70,
  "elements": ["Pt", "C", "C", "N", "N", "C", "O", "C", "C", "C", "C", "C", "C", "C", "C", "C", "C", "C", "N", "H", "H", "H", "H", "H", "H", "H", "H", "H", "H", "H", "H", "I", "I", "Cl", "C", "C", "C", "C", "C", "C", "N", "C", "C", "N", "C", "O", "C", "C", "C", "Cl", "S", "C", "C", "C", "Cl", "C", "H", "H", "H", "H", "H", "H", "H", "H", "H", "H", "H", "H", "H"],
  "coordinates": [[-0.25, 2.78, 0.93], [1.03, 3.03, 4.99], [0.89, 2.98, 3.51], [-0.24, 2.85, 2.91], [-1.47, 2.72, 3.51], [-2.40, 2.57, 2.59], [-2.20, 2.56, 1.30], [-3.80, 2.41, 3.03], [-4.81, 2.31, 2.07], [-6.13, 2.15, 2.48], [-6.44, 2.10, 3.83], [-5.43, 2.21, 4.78], [-4.12, 2.36, 4.38], [2.05, 3.07, 2.58], [3.35, 3.18, 3.02], [4.38, 3.22, 2.09], [4.08, 3.14, 0.74], [2.75, 3.03, 0.35], [1.77, 3.00, 1.25], [0.04, 2.99, 5.44], [1.52, 3.95, 5.29], [1.62, 2.19, 5.34], [-4.56, 2.36, 1.02], [-6.91, 2.08, 1.74], [-7.47, 1.98, 4.14], [-5.68, 2.17, 5.83], [-3.33, 2.45, 5.12], [3.55, 3.24, 4.08], [5.40, 3.31, 2.42], [4.86, 3.16, -0.01], [2.45, 2.97, -0.68], [-0.33, 3.11, -1.68], [-0.68, 5.65, 0.58], [0.10, -7.47, -5.42], [0.14, -6.05, -4.42], [-0.77, -5.03, -4.64], [-0.71, -3.89, -3.85], [0.23, -3.76, -2.83], [0.27, -2.50, -2.00], [-0.58, -2.62, -0.75], [-0.27, -1.52, 0.16], [0.64, -1.56, 1.19], [0.76, -0.28, 1.64], [-0.07, 0.53, 0.90], [-0.67, -0.25, 0.02], [-0.21, -1.38, -2.73], [0.82, -0.53, -3.26], [1.91, -1.29, -3.95], [3.18, -1.45, -3.47], [3.82, -0.75, -2.02], [4.16, -2.44, -4.44], [2.88, -2.67, -5.55], [1.76, -2.00, -5.18], [1.10, -4.82, -2.62], [2.27, -4.75, -1.32], [1.08, -5.96, -3.41], [-1.50, -5.12, -5.44], [-1.39, -3.07, -4.04], [1.30, -2.33, -1.67], [-0.39, -3.55, -0.23], [-1.64, -2.58, -1.00], [1.10, -2.48, 1.50], [1.36, 0.09, 2.45], [-1.37, 0.07, -0.73], [1.24, 0.08, -2.45], [0.31, 0.13, -3.95], [3.02, -3.29, -6.43], [0.84, -2.01, -5.75], [1.78, -6.77, -3.23]],
  "nbo_charge": [1.14, -0.68, 0.25, -0.23, -0.42, 0.59, -0.67, -0.09, -0.17, -0.22, -0.17, -0.22, -0.17, 0.16, -0.21, -0.12, -0.23, 0.09, -0.45, 0.27, 0.25, 0.24, 0.23, 0.22, 0.22, 0.22, 0.23, 0.24, 0.24, 0.25, 0.24, -0.23, -0.02, 0.03, -0.01, -0.25, -0.12, -0.11, 0.06, -0.22, -0.32, -0.06, -0.09, -0.54, 0.22, -0.55, -0.08, -0.15, -0.25, 0.03, 0.50, -0.40, -0.23, 0.00, 0.00, -0.25, 0.24, 0.23, 0.21, 0.23, 0.23, 0.24, 0.22, 0.24, 0.19, 0.21, 0.25, 0.24, 0.25]
}

[4]
{
  "formula": "C13H15F5IrNPS2",
  "method": "ωB97M-V/def2-TZVPD",
  "mol_weight_g_mol": 567.6,
  "relative_energy_ev": 0.718,
  "homo_energy_ev": [-15.612, -15.443],
  "homo_lumo_gap_ev": [6.5, 5.4],
  "multiplicity": 2,
  "total_charge": 2,
  "e_tot_ev": -62580.8994,
  "largest_force_ev_per_a": 1.49,
  "elements": ["Ir", "F", "C", "C", "F", "C", "F", "C", "S", "C", "F", "C", "F", "C", "C", "P", "C", "C", "C", "C", "H", "H", "H", "H", "H", "H", "H", "H", "H", "H", "H", "H", "H", "H", "H", "S", "C", "N"],
  "coordinates": [[0.37, 0.11, -0.17], [6.48, -0.22, 2.78], [5.21, -0.39, 2.57], [4.72, -0.33, 1.25], [5.56, -0.14, 0.25], [3.38, -0.45, 1.03], [2.91, -0.35, -0.22], [2.47, -0.66, 2.09], [0.80, -0.81, 1.92], [3.01, -0.77, 3.41], [2.19, -0.98, 4.41], [4.35, -0.62, 3.64], [4.83, -0.69, 4.86], [-4.49, -0.33, 0.09], [-3.06, -0.31, 0.65], [-1.84, -0.11, -0.66], [-2.32, 1.34, -1.62], [-1.30, 1.73, -2.71], [-1.84, -1.55, -1.73], [-0.40, -1.76, -2.24], [-5.17, -0.58, 0.90], [-4.62, -1.08, -0.69], [-4.78, 0.64, -0.30], [-2.83, -1.25, 1.17], [-2.92, 0.51, 1.36], [-2.44, 2.16, -0.90], [-3.29, 1.14, -2.07], [-0.27, 1.68, -2.35], [-1.48, 2.75, -3.04], [-1.39, 1.08, -3.58], [-2.55, -1.41, -2.54], [-2.16, -2.42, -1.14], [-0.11, -1.00, -2.96], [-0.28, -2.73, -2.72], [0.34, -1.75, -1.39], [1.22, 4.60, 0.32], [0.95, 3.07, 0.21], [0.75, 1.89, 0.10]],
  "nbo_charge": [0.67, -0.21, 0.41, 0.30, -0.23, 0.34, -0.29, -0.37, 0.39, 0.40, -0.24, 0.31, -0.24, -0.62, -0.75, 1.36, -0.76, -0.61, -0.78, -0.57, 0.26, 0.22, 0.23, 0.26, 0.27, 0.27, 0.28, 0.19, 0.26, 0.23, 0.28, 0.27, 0.24, 0.29, 0.15, 0.32, 0.14, -0.67]
}

[5]
{
  "formula": "C12H19AuN4O4S3Si",
  "method": "ωB97M-V/def2-TZVPD",
  "mol_weight_g_mol": 604.6,
  "homo_energy_ev": [-8.715, -8.656],
  "homo_lumo_gap_ev": [8.8, 6.5],
  "multiplicity": 3,
  "e_tot_ev": -70977.0493,
  "largest_force_ev_per_a": 0.39,
  "elements": ["Au", "C", "Si", "C", "C", "C", "C", "C", "C", "N", "C", "S", "H", "H", "H", "H", "H", "H", "H", "H", "H", "H", "H", "H", "O", "S", "O", "O", "O", "C", "C", "C", "N", "N", "C", "N", "S", "H", "H", "H", "H", "H", "H", "H"],
  "coordinates": [[0.20, 0.33, 0.18], [-5.34, 0.25, -3.81], [-5.04, 0.04, -1.98], [-6.26, -1.17, -1.26], [-5.22, 1.68, -1.12], [-3.33, -0.75, -1.81], [-3.18, -2.02, -2.35], [-1.98, -2.73, -2.29], [-0.91, -2.12, -1.65], [-1.04, -0.90, -1.14], [-2.19, -0.22, -1.19], [-2.02, 1.33, -0.39], [-6.33, 0.66, -4.00], [-5.27, -0.71, -4.33], [-4.60, 0.92, -4.25], [-7.28, -0.80, -1.37], [-6.07, -1.32, -0.20], [-6.21, -2.14, -1.76], [-6.24, 2.03, -1.28], [-4.54, 2.43, -1.53], [-5.04, 1.60, -0.05], [-4.02, -2.50, -2.85], [-1.87, -3.71, -2.72], [0.05, -2.60, -1.55], [1.82, 1.42, -0.94], [2.48, 1.36, 0.44], [3.71, 2.06, 0.52], [1.37, 1.93, 1.34], [2.50, -0.09, 0.79], [-3.12, -4.13, 1.51], [-2.70, -3.61, 2.88], [-1.81, -2.41, 2.79], [-1.47, -1.85, 1.69], [-0.66, -0.77, 1.88], [-0.38, -0.51, 3.13], [0.39, 0.50, 3.54], [-1.14, -1.63, 4.20], [-3.78, -4.99, 1.62], [-2.25, -4.42, 0.92], [-3.65, -3.36, 0.95], [-2.19, -4.39, 3.45], [-3.58, -3.34, 3.47], [0.92, 1.04, 2.84], [0.65, 0.58, 4.50]],
  "nbo_charge": [1.37, -1.11, 1.64, -1.11, -1.13, -0.51, -0.10, -0.28, 0.08, -0.53, 0.09, -0.05, 0.24, 0.24, 0.25, 0.24, 0.24, 0.23, 0.24, 0.25, 0.25, 0.21, 0.23, 0.22, -0.93, 2.50, -0.91, -0.99, -1.01, -0.60, -0.45, 0.07, -0.26, -0.44, 0.28, -0.78, 0.36, 0.22, 0.22, 0.22, 0.23, 0.23, 0.46, 0.41]
}

[6]
{
  "formula": "C4H5NO",
  "method": "ωB97M-V/def2-TZVPD",
  "mol_weight_g_mol": 83.1,
  "relative_energy_ev": 3.586,
  "homo_energy_ev": -8.270,
  "homo_lumo_gap_ev": 9.1,
  "e_tot_ev": -7762.9405,
  "largest_force_ev_per_a": 1.56,
  "elements": ["N", "C", "C", "C", "O", "C", "H", "H", "H", "H", "H"],
  "coordinates": [[-0.08, 0.94, 0.89], [-0.27, -0.48, 0.90], [-0.11, 1.54, -0.27], [0.14, 0.43, -1.24], [1.33, -0.31, -0.91], [0.09, -0.84, -0.51], [0.27, 1.50, 1.64], [0.26, -0.99, 1.69], [-1.36, -0.57, 1.06], [-0.06, 0.56, -2.30], [-0.22, -1.78, -0.95]],
  "nbo_charge": [-0.55, -0.27, 0.08, -0.07, -0.46, 0.03, 0.42, 0.22, 0.21, 0.20, 0.21]
}